Entry 1:
The following is a quantum chemistry calculation of a molecular structure, C39H41N4O5STi, from the Open Molecules 2025 dataset.

Atoms and positions in Å:
Ti -0.33545 0.38018 -0.14573
O -1.23966 -0.78539 -1.27552
C -2.50231 -1.21753 -1.31417
C -3.16961 -1.31429 -2.53321
C -4.46696 -1.79026 -2.55202
C -5.11622 -2.19079 -1.38198
C -4.44036 -2.12695 -0.18134
C -3.13194 -1.63724 -0.13452
C -2.38313 -1.67572 1.09961
N -1.20506 -1.19812 1.23816
C -0.47817 -1.46954 2.46496
C 0.96218 -1.76954 2.07770
N 1.32645 -0.99541 0.88056
C 2.48020 -1.26123 0.40136
C 3.09519 -0.63065 -0.74166
C 4.40005 -0.99319 -1.09922
C 5.02538 -0.41571 -2.18192
C 4.33200 0.54246 -2.92815
C 3.04624 0.91815 -2.59875
C 2.40697 0.33633 -1.49302
O 1.18786 0.70218 -1.18839
H -2.64354 -1.02561 -3.43282
H -4.98934 -1.84866 -3.49906
H -6.13406 -2.55353 -1.41904
H -4.91925 -2.44407 0.73817
H -2.84655 -2.21510 1.93056
H -0.91353 -2.32284 2.99189
H -0.52812 -0.60301 3.12504
H 1.08658 -2.83661 1.86958
H 1.63255 -1.50473 2.89851
H 3.09122 -2.03016 0.88907
H 4.91451 -1.74369 -0.50807
H 6.03282 -0.69881 -2.45314
H 4.81032 1.00098 -3.78506
H 2.50109 1.65331 -3.17472
C 2.73072 2.20864 1.26105
O 1.37686 1.81910 1.39335
C 0.80800 1.88093 2.63540
C 1.50024 2.07894 3.81404
C 0.79316 2.15104 5.01626
C -0.58545 2.03921 5.01271
C -1.27829 1.82748 3.82502
C -0.58612 1.71773 2.62276
N -1.16496 1.46073 1.38547
N -2.50497 1.51002 1.38269
C -3.11827 1.59363 0.16825
C -2.45821 1.86386 -1.04062
O -1.12829 1.84257 -1.08933
C -3.19303 2.13766 -2.21636
C -4.54907 2.02547 -2.23177
C -5.25880 1.63503 -1.05809
C -6.65330 1.41689 -1.08601
C -7.32929 1.03153 0.04028
C -6.62795 0.86427 1.24862
C -5.27444 1.07050 1.30252
C -4.55412 1.44870 0.14941
H 2.90582 3.15906 1.76893
H 3.40210 1.44585 1.66779
H 2.91532 2.32293 0.19689
H 2.57542 2.19064 3.80838
H 1.33035 2.31048 5.94155
H -1.13679 2.11756 5.94094
H -2.35510 1.74544 3.80709
H -2.63318 2.39906 -3.10520
H -5.10481 2.20899 -3.14340
H -7.18090 1.55358 -2.02311
H -8.39714 0.85764 0.00359
H -7.16445 0.57548 2.14424
H -4.73155 0.94086 2.22886
C 3.60622 -4.49626 -4.97589
C 2.24885 -4.09184 -4.41348
C 2.39377 -3.02673 -3.34008
S 0.81298 -2.42902 -2.69826
O -0.14244 -2.42053 -3.84552
C 0.39912 -3.87002 -1.64322
C -1.00945 -4.38115 -1.90699
C -1.44987 -5.35141 -0.81690
H 3.50155 -5.22929 -5.77656
H 4.24492 -4.93454 -4.20588
H 4.13141 -3.63117 -5.38604
H 1.73712 -4.96682 -4.00159
H 1.60013 -3.70782 -5.20114
H 2.90342 -2.14008 -3.72543
H 2.96561 -3.38592 -2.47929
H 0.48582 -3.50508 -0.61543
H 1.13726 -4.66112 -1.79209
H -1.03693 -4.86029 -2.88652
H -1.70577 -3.54730 -1.97180
H -0.85429 -6.26708 -0.82114
H -2.49572 -5.63515 -0.94088
H -1.34910 -4.89688 0.17285

Atomic forces in eV per Å
Ti 0.184 0.054 0.086
O -0.176 0.083 -0.264
C 0.288 0.008 0.058
C -0.125 -0.058 0.022
C 0.025 0.054 -0.065
C 0.042 -0.005 0.063
C -0.076 0.027 -0.079
C -0.060 -0.034 0.086
C 0.036 -0.145 -0.102
N -0.159 0.248 0.005
C -0.043 -0.005 0.011
C 0.039 0.030 -0.008
N -0.160 -0.004 0.018
C 0.037 0.087 0.006
C 0.025 -0.029 0.031
C 0.042 -0.002 -0.057
C -0.019 -0.028 0.035
C -0.038 0.055 -0.034
C 0.096 -0.078 0.016
C -0.146 0.015 0.005
O 0.125 0.044 -0.096
H -0.001 -0.001 0.005
H -0.008 -0.014 0.007
H -0.005 0.009 0.000
H 0.006 -0.004 0.000
H 0.043 -0.045 -0.005
H 0.008 0.024 0.050
H 0.027 0.007 -0.050
H -0.029 0.001 -0.022
H -0.005 -0.028 0.019
H 0.004 0.011 0.016
H -0.005 0.006 0.009
H 0.001 0.000 0.002
H 0.007 -0.007 0.004
H -0.007 0.002 0.000
C -0.008 -0.035 0.015
O -0.084 0.014 -0.032
C 0.120 -0.002 0.009
C -0.062 0.014 0.013
C 0.035 0.004 -0.032
C -0.023 0.001 0.012
C 0.000 0.006 0.006
C 0.009 0.008 -0.012
N -0.091 0.029 0.133
N 0.049 -0.063 -0.054
C -0.111 -0.012 0.172
C 0.143 0.042 0.155
O 0.045 -0.259 -0.078
C -0.030 -0.019 -0.015
C 0.016 0.015 0.033
C 0.009 0.022 -0.076
C 0.000 -0.005 0.023
C 0.029 -0.002 0.000
C -0.055 0.003 0.016
C 0.054 0.005 -0.029
C -0.068 -0.012 -0.004
H 0.009 0.008 -0.015
H 0.005 0.012 0.013
H 0.002 -0.008 0.004
H 0.003 0.003 0.007
H -0.005 0.000 0.003
H 0.005 -0.002 0.001
H 0.001 -0.003 0.006
H 0.012 -0.013 0.004
H -0.007 -0.013 0.001
H 0.005 0.007 -0.001
H -0.001 0.010 0.010
H 0.003 -0.012 -0.007
H 0.006 -0.006 -0.001
C 0.024 -0.028 -0.047
C -0.003 -0.016 0.032
C 0.038 -0.133 -0.032
S -0.162 0.195 -0.054
O 0.069 -0.049 0.006
C 0.034 -0.071 -0.025
C 0.034 -0.065 -0.001
C -0.053 -0.020 0.025
H -0.012 -0.001 0.009
H -0.011 0.009 0.013
H -0.009 0.004 0.000
H 0.017 -0.005 0.001
H 0.012 0.026 0.003
H -0.004 0.002 -0.020
H 0.024 0.050 0.015
H 0.011 0.019 -0.003
H -0.015 -0.008 0.031
H -0.014 -0.002 -0.004
H 0.006 0.047 0.043
H 0.032 0.021 -0.002
H 0.012 -0.003 -0.031
H -0.017 0.013 -0.009

- Molar mass: 725.7 u
- Multiplicity: 2
- LUMO (alpha / beta): -0.320 / -0.459 eV
- HOMO (alpha / beta): -0.2161 / -0.2587 Eh

---

Entry 2:
The following is a quantum chemistry calculation of a molecular structure, C39H42BrN4Zn, from the Open Molecules 2025 dataset.

Atoms and positions in Å:
Zn -0.01750 -0.45346 -0.28024
C 0.52283 1.26340 -3.88660
C 1.13749 1.78966 -2.58626
C 1.14979 3.31830 -2.56731
C 2.52327 1.20296 -2.38155
C 3.49996 1.43331 -3.34403
C 4.76282 0.87253 -3.24272
C 5.05559 0.04414 -2.17421
C 4.11370 -0.21416 -1.18177
C 4.47341 -1.19795 -0.07759
C 5.63201 -0.68874 0.78342
C 4.79734 -2.57694 -0.66116
C 2.85678 0.40573 -1.27379
N 1.89884 0.23480 -0.22834
C 2.22392 0.64082 0.96251
C 1.38805 0.47994 2.08776
C 1.48494 1.08696 3.34818
C 0.27845 0.81811 3.98078
C -0.51324 0.06192 3.07870
N 0.18733 -0.16243 1.94552
C -1.92759 -0.48549 3.36951
C -2.12009 -0.47201 4.89662
C -1.97006 -1.94865 2.92942
C -3.16517 0.34814 2.83754
H -0.53958 1.50469 -3.90026
H 0.61109 0.17564 -3.94909
H 1.02688 1.69807 -4.75791
H 0.48446 1.48445 -1.77082
H 1.76002 3.72167 -3.38129
H 1.54388 3.69979 -1.62208
H 0.12973 3.69035 -2.68179
H 3.25781 2.05777 -4.19666
H 5.50919 1.06296 -4.00516
H 6.03331 -0.42197 -2.11300
H 3.61092 -1.32603 0.57313
H 6.53850 -0.56846 0.18494
H 5.85016 -1.39293 1.58975
H 5.39911 0.28036 1.22979
H 5.69803 -2.54193 -1.27925
H 3.97680 -2.93866 -1.28318
H 4.96588 -3.30012 0.14011
H 3.17926 1.15042 1.10255
H 2.31589 1.67146 3.71825
H -0.01084 1.14038 4.96922
H -1.30063 -0.99366 5.39456
H -3.05458 -0.97939 5.14716
H -2.17569 0.54488 5.29255
H -1.23697 -2.52330 3.50446
H -1.72463 -2.07106 1.87828
H -2.96159 -2.37284 3.10630
H -3.05668 1.33071 3.30530
H -4.04310 -0.10921 3.30767
H -3.71025 1.68323 1.26083
C -1.42293 5.26896 0.85255
C -1.92325 4.91150 -0.39185
C -1.95705 3.58261 -0.79579
C -1.49470 2.57162 0.05027
C -0.98364 2.93645 1.29774
C -0.95728 4.26550 1.69424
N -1.51952 1.21299 -0.37611
N -1.86598 1.06807 -1.79825
C -2.71368 -0.79751 -0.58188
C -4.05452 -1.37575 -0.11751
C -3.96221 -2.73534 0.50913
C -2.91588 -3.52026 0.23878
C -1.66983 -2.99755 -0.36902
C -1.52134 -1.70516 -0.70365
H -1.39004 6.30733 1.16094
H -2.29259 5.67791 -1.06451
H -2.32063 3.28637 -1.76864
H -0.60563 2.17682 1.96247
H -0.55575 4.51572 2.67023
H -4.66768 -1.54013 -1.00923
H -4.81550 -3.10635 1.07212
H -2.90242 -4.54301 0.60571
H -0.81116 -3.66522 -0.35694
Br -6.39324 2.08546 -0.17364
C -5.01479 0.79153 -0.54248
C -4.28899 0.85105 -1.65319
C -2.93093 0.11277 -1.80241
C -2.29929 0.25480 0.45604
C -3.49131 0.61694 1.33056
C -4.65619 -0.13258 0.60170
H -4.52195 1.54785 -2.44864
H -2.90798 -0.45774 -2.73764
H -1.61754 -0.19371 1.14785
H -5.51388 -0.34801 1.24340

Atomic forces in eV per Å
Zn 0.211 0.066 -0.334
C 0.057 -0.007 0.015
C 0.115 -0.027 0.035
C 0.023 0.010 -0.010
C -0.055 0.016 -0.031
C 0.032 -0.061 -0.029
C -0.021 0.006 0.007
C 0.007 -0.019 -0.008
C 0.036 -0.017 0.044
C 0.015 0.014 -0.023
C -0.012 0.004 -0.012
C 0.010 0.029 -0.020
C -0.070 0.070 0.043
N -0.059 -0.045 -0.097
C 0.165 0.010 0.043
C 0.017 0.048 -0.039
C -0.038 0.021 -0.021
C -0.090 0.041 -0.016
C -0.007 -0.024 0.052
N -0.071 0.113 0.114
C 0.098 0.007 -0.005
C -0.016 -0.010 -0.011
C 0.007 0.035 0.054
C 0.018 0.009 -0.089
H 0.036 0.049 0.008
H -0.013 0.038 0.022
H -0.052 -0.027 0.023
H -0.001 -0.061 -0.104
H 0.007 -0.001 0.005
H -0.025 0.004 -0.014
H 0.052 -0.013 0.012
H 0.004 -0.010 0.033
H -0.013 0.010 0.021
H -0.027 0.006 0.006
H -0.054 0.007 0.003
H -0.009 -0.001 0.012
H -0.001 0.011 -0.014
H 0.013 -0.031 -0.006
H -0.021 -0.014 0.011
H 0.016 0.007 0.019
H 0.006 0.012 -0.008
H -0.020 0.008 -0.006
H -0.039 -0.033 -0.004
H 0.017 -0.031 -0.027
H -0.014 0.009 -0.007
H 0.011 0.005 0.016
H 0.007 -0.029 -0.017
H -0.020 0.007 -0.016
H -0.007 0.005 0.105
H 0.036 0.015 0.000
H -0.035 0.026 0.010
H 0.008 -0.023 0.003
H -0.018 0.031 0.003
C -0.008 -0.052 0.001
C 0.010 -0.052 0.016
C 0.047 0.115 0.031
C -0.087 0.080 -0.043
C -0.045 -0.002 0.032
C 0.029 -0.048 -0.029
N -0.145 0.335 0.111
N 0.052 -0.338 -0.018
C -0.213 -0.011 0.005
C 0.008 0.040 0.039
C 0.009 0.075 -0.011
C 0.104 0.040 -0.075
C -0.213 -0.020 0.025
C 0.251 -0.224 0.114
H -0.007 -0.018 -0.009
H 0.001 -0.015 -0.004
H -0.017 -0.019 0.015
H 0.037 -0.071 0.085
H -0.004 -0.022 -0.012
H -0.097 0.013 -0.047
H 0.031 -0.029 -0.044
H -0.021 0.021 -0.017
H -0.045 -0.004 0.011
Br 0.010 -0.079 -0.031
C 0.041 -0.006 -0.012
C 0.109 -0.133 -0.018
C -0.066 0.247 0.047
C -0.160 0.000 -0.025
C 0.126 0.033 0.106
C 0.145 -0.122 0.081
H 0.007 0.064 0.048
H -0.078 -0.003 -0.026
H -0.009 -0.083 -0.057
H -0.020 0.025 -0.037

- Molar mass: 712.1 u
- Net charge: -1
- LUMO: 2.458 eV
- HOMO: -0.1077 Eh

---

The calculation returns the following energy relative to the best compared isomer or geometry (same formula, charge and spin) values, one per record and in order: 0.677, 3.018 eV.